1.
This record from the Open Molecules 2025 dataset describes C18H15Br3CrF3 as an isolated structure. The level of theory is ωB97M-V/def2-TZVPD.

Values from the calculation:
E_LUMO (alpha / beta): -0.15 / -4.54 eV
spin multiplicity: 6
max |F|: 2.28 eV Å⁻¹

Geometry as XYZ:
```
40
C18H15Br3CrF3 (ωB97M-V/def2-TZVPD)
Cr -0.766 2.371 1.691
Br -1.572 4.347 -0.019
Br -2.741 1.804 3.199
Br 1.098 3.495 2.953
F -1.430 0.886 0.056
C -2.393 0.150 -0.591
C -3.751 0.494 -0.541
C -4.644 -0.277 -1.266
C -4.304 -1.480 -1.888
C -2.958 -1.875 -1.794
C -2.009 -1.004 -1.231
H -4.095 1.438 -0.147
H -5.677 0.036 -1.253
H -5.113 -1.981 -2.398
H -2.548 -2.706 -2.349
H -0.960 -1.245 -1.313
F 0.242 0.356 1.941
C 0.730 -0.887 2.234
C 1.944 -1.062 2.916
C 2.321 -2.341 3.321
C 1.606 -3.414 2.776
C 0.414 -3.251 2.118
C -0.093 -1.974 1.939
H 2.446 -0.147 3.192
H 3.250 -2.471 3.856
H 1.895 -4.436 2.973
H -0.185 -4.109 1.853
H -1.007 -1.914 1.368
F 0.795 2.103 0.120
C 1.663 1.882 -0.925
C 3.010 1.518 -0.661
C 3.871 1.402 -1.728
C 3.416 1.692 -3.024
C 2.112 2.092 -3.303
C 1.251 2.120 -2.232
H 3.219 1.123 0.323
H 4.872 1.015 -1.608
H 4.119 1.510 -3.824
H 1.719 2.260 -4.294
H 0.254 2.479 -2.440
```



2.
This record from the Open Molecules 2025 dataset describes one molecule with the formula C3H4N4O. The level of theory is ωB97M-V/def2-TZVPD.

Values from the calculation:
E_LUMO: 0.24 eV
energy above the lowest of the compared OMol25 structures with the same formula, charge and spin: 3.772 eV
max |F|: 6.01 eV Å⁻¹

Geometry as XYZ:
```
12
C3H4N4O (ωB97M-V/def2-TZVPD)
C -0.430 0.627 -2.430
C -0.685 0.642 -1.157
N -0.080 0.059 -0.072
N 1.161 -0.408 -0.126
N 1.660 -0.856 0.942
C 0.641 -0.582 1.784
O 0.815 -0.696 3.112
N -0.507 -0.132 1.213
H -1.265 0.827 -3.166
H 0.478 -0.036 -2.849
H -1.612 1.204 -0.794
H -0.173 -0.649 3.542
```



3.
This record from the Open Molecules 2025 dataset describes C12H25MnNO7 as an isolated structure. The level of theory is ωB97M-V/def2-TZVPD.

Values from the calculation:
E_LUMO (alpha / beta): -5.22 / -5.24 eV
energy above the lowest of the compared OMol25 structures with the same formula, charge and spin: 0.000 eV
net charge: +2
spin multiplicity: 6
max |F|: 0.16 eV Å⁻¹

Geometry as XYZ:
```
46
C12H25MnNO7 (ωB97M-V/def2-TZVPD)
Mn 0.004 -0.518 0.111
C -2.361 0.131 -1.906
C -2.971 -0.540 -0.706
O -2.182 -0.146 0.425
C -2.651 -0.685 1.668
C -1.714 -0.183 2.731
O -0.389 -0.533 2.312
C 0.642 -0.059 3.187
C 1.951 -0.431 2.534
O 1.949 0.012 1.173
C 2.419 1.348 0.968
C 2.125 1.685 -0.467
O 0.712 1.486 -0.648
C 0.197 1.877 -1.934
C -0.142 0.631 -2.719
O -0.971 -0.224 -1.919
H -2.476 1.214 -1.831
H -2.837 -0.216 -2.825
H -2.943 -1.627 -0.801
H -4.003 -0.209 -0.574
H -2.638 -1.776 1.614
H -3.668 -0.340 1.866
H -1.942 -0.651 3.690
H -1.785 0.903 2.833
H 0.549 -0.532 4.167
H 0.541 1.024 3.308
H 2.065 -1.514 2.498
H 2.797 -0.008 3.078
H 3.492 1.398 1.160
H 1.899 2.043 1.633
H 2.683 1.032 -1.143
H 2.380 2.726 -0.668
H 0.925 2.488 -2.468
H -0.685 2.489 -1.745
H 0.757 0.051 -2.932
H -0.637 0.872 -3.662
N -0.206 -5.413 -0.822
C 0.836 -4.395 -1.190
C 0.377 -3.054 -0.615
O 1.133 -2.071 -0.789
O -0.725 -3.029 -0.024
H -0.642 -5.853 -1.632
H -0.916 -4.852 -0.307
H 0.150 -6.152 -0.215
H 0.929 -4.333 -2.271
H 1.798 -4.678 -0.771
```



4.
This record from the Open Molecules 2025 dataset describes C4H12IN2O as an isolated structure. The level of theory is ωB97M-V/def2-TZVPD.

Values from the calculation:
E_LUMO (alpha / beta): -3.29 / -6.45 eV
energy above the lowest of the compared OMol25 structures with the same formula, charge and spin: 1.896 eV
net charge: +1
spin multiplicity: 3
max |F|: 4.49 eV Å⁻¹

Geometry as XYZ:
```
20
C4H12IN2O (ωB97M-V/def2-TZVPD)
C 1.971 -1.886 0.048
C 0.214 2.053 0.577
C 0.789 -1.183 -0.640
C -1.516 0.268 -0.115
N 0.028 -0.699 0.529
N -1.256 1.579 0.527
O -1.339 0.348 -1.528
I -3.366 -0.617 0.408
H 2.422 -1.130 0.582
H 1.519 -2.689 0.636
H 2.684 -2.268 -0.627
H 0.350 3.143 0.175
H 0.583 2.023 1.625
H 0.645 1.331 -0.008
H 1.118 -0.281 -1.375
H 0.214 -1.906 -1.393
H -0.396 -1.495 1.025
H -1.511 1.456 1.514
H -1.796 2.398 0.161
H -1.358 -0.445 -2.121
```



Which value of max |F| does entry 2 give? 6.01 eV Å⁻¹



Which of these has the highest max |F|? C3H4N4O



The highest max |F| belongs to which entry? C3H4N4O